Entry 1:
ORCA calculation (ωB97M-V with the def2-TZVPD basis set) on C3H14BeNOS as an isolated structure.

Summary:
* E_HOMO (alpha / beta): 0.45 / 0.45 eV
* ΔE to the lowest compared entry with this formula, charge and spin: 0.5 kJ/mol
* charge: -1
* lowest unoccupied orbital energy (alpha / beta): 2.5 / 2.5 eV
* Kohn-Sham gap (alpha / beta): 2.0 / 2.0 eV

Each line ends with the natural charge from an NBO analysis.
Cartesian coordinates (Å):
C: -1.41 2.46 -1.62  -0.8540
Be: -0.50 -0.86 -1.16  0.7018
N: 0.68 -1.31 -2.33  -1.5170
H: -0.37 2.21 -1.38  0.2104
H: 1.43 -0.65 -2.16  0.3760
H: -1.72 -0.26 -1.46  -0.6792
H: -1.56 2.36 -2.69  0.2147
H: -1.62 3.49 -1.31  0.1888
H: -2.08 1.78 -1.10  0.2304
H: 1.02 -2.23 -2.03  0.3779
H: 0.49 -1.35 -3.33  0.3833
C: 1.15 -1.76 2.36  -0.7972
S: -0.26 -0.98 1.55  0.8112
C: 0.00 0.72 2.17  -0.8182
O: 0.36 -1.00 0.06  -1.2447
H: 0.88 -2.02 3.38  0.2238
H: 2.02 -1.08 2.34  0.2261
H: 1.39 -2.67 1.80  0.2634
H: 1.02 1.07 1.98  0.2221
H: -0.73 1.39 1.69  0.2426
H: -0.21 0.69 3.24  0.2377


Entry 2:
ORCA calculation (ωB97M-V with the def2-TZVPD basis set) on a 3-piece molecular cluster, C3H14N2O overall.

Summary:
* E_HOMO: -19.97 eV
* ΔE to the lowest compared entry with this formula, charge and spin: 243.4 kJ/mol
* charge: +2
* lowest unoccupied orbital energy: -8.3 eV
* Kohn-Sham gap: 11.6 eV

Each line ends with the natural charge from an NBO analysis.
Cartesian coordinates (Å):
C: 0.93 -0.34 0.18  -0.2281
C: 0.78 1.00 -0.69  -0.5149
C: -0.56 1.38 -0.33  -0.0331
N: -0.80 2.99 -1.47  -0.8360
N: -0.22 -1.30 0.23  -0.7599
H: 1.19 -0.25 1.24  0.2442
H: 1.79 -0.88 -0.24  0.2606
H: 1.15 0.65 -1.65  0.2798
H: 1.56 1.67 -0.33  0.2853
H: -1.49 1.05 -0.81  0.2416
H: -0.81 1.79 0.66  0.2536
H: -1.16 3.50 -0.67  0.4314
H: -0.07 3.63 -1.77  0.4363
H: -1.35 2.87 -2.33  0.4437
H: -0.28 -1.79 -0.66  0.4243
H: -1.21 -1.07 0.32  0.4345
H: 0.10 -2.19 0.94  0.4890
H: -0.79 -3.69 1.97  0.5294
H: 0.78 -3.84 2.00  0.5362
O: 0.05 -3.21 1.91  -0.9179


Entry 3:
ORCA calculation (ωB97M-V with the def2-TZVPD basis set) on a 3-piece molecular cluster, C3H14N2O2 overall.

Summary:
* E_HOMO (alpha / beta): 1.15 / -5.38 eV
* <S²>: 0.75
* ΔE to the lowest compared entry with this formula, charge and spin: 178.0 kJ/mol
* charge: -1
* spin multiplicity: 2
* lowest unoccupied orbital energy (alpha / beta): 3.3 / 3.3 eV
* Kohn-Sham gap (alpha / beta): 2.2 / 8.7 eV

Each line ends with the Löwdin spin population.
Cartesian coordinates (Å):
N: 0.84 -1.07 0.36  0.0366
C: -0.03 -0.60 -0.76  0.0336
C: -0.53 -1.94 -1.58  0.0131
C: 0.40 0.59 -1.70  0.1373
N: 0.44 1.88 -0.82  0.1095
H: 0.54 -1.22 1.30  0.0135
H: 1.62 -0.46 0.46  0.0493
H: -0.95 -0.11 -0.37  0.0085
H: -1.26 -1.59 -2.38  0.0039
H: -1.02 -2.61 -0.81  0.0044
H: 0.44 -2.50 -1.99  0.0015
H: 1.54 0.43 -2.04  0.0372
H: -0.15 0.88 -2.62  0.0346
H: 1.27 1.81 -0.23  0.1052
H: 0.58 2.80 -1.30  0.1153
H: -0.52 -1.45 4.21  0.0181
H: -0.93 -2.60 3.34  0.0192
O: -0.45 -1.79 3.36  0.0751
H: -1.23 3.13 0.70  0.0321
H: 0.16 3.15 1.31  0.0519
O: -0.77 3.28 1.57  0.1002


Entry 4:
ORCA calculation (ωB97M-V with the def2-TZVPD basis set) on a 3-piece molecular cluster, C3H14N2O2 overall.

Summary:
* E_HOMO: -9.01 eV
* ΔE to the lowest compared entry with this formula, charge and spin: 296.2 kJ/mol
* charge: 0
* lowest unoccupied orbital energy: 0.5 eV
* SMILES string: NCCCN.O.O
* Kohn-Sham gap: 9.5 eV

Each line ends with the natural charge from an NBO analysis.
Cartesian coordinates (Å):
N: -1.26 0.51 -0.03  -0.8881
C: 0.13 0.94 0.19  -0.2443
C: 0.66 0.00 1.18  -0.4538
C: 2.12 -0.07 1.51  -0.2248
N: 2.81 -0.89 0.45  -0.8119
H: -1.78 0.58 0.98  0.3541
H: -1.35 -0.48 -0.41  0.3981
H: 0.62 1.02 -0.87  0.1951
H: 0.06 1.95 0.52  0.2004
H: 0.33 -1.02 1.03  0.2115
H: 0.18 -0.16 2.29  0.2118
H: 2.68 0.97 1.67  0.1879
H: 2.18 -0.70 2.41  0.1863
H: 3.33 -0.37 -0.03  0.3323
H: 2.01 -1.29 -0.16  0.3420
O: -1.99 -2.21 -1.38  -0.9573
H: -2.68 -1.87 -2.06  0.4873
H: -1.45 -2.86 -1.92  0.4803
O: -2.47 2.10 -2.06  -0.9450
H: -2.58 1.74 -1.21  0.4833
H: -1.55 2.09 -2.12  0.4547


Entry 5:
ORCA calculation (ωB97M-V with the def2-TZVPD basis set) on a 3-piece molecular cluster, C3H14N2O2 overall.

Summary:
* E_HOMO: -9.67 eV
* ΔE to the lowest compared entry with this formula, charge and spin: 86.5 kJ/mol
* charge: 0
* lowest unoccupied orbital energy: 0.6 eV
* SMILES string: CCNCN.O.O
* Kohn-Sham gap: 10.3 eV

Each line ends with the natural charge from an NBO analysis.
Cartesian coordinates (Å):
C: -0.29 -0.72 -2.74  -0.6445
C: -0.57 -1.41 -1.40  -0.2311
N: -0.99 -0.54 -0.29  -0.6322
C: 0.01 0.52 -0.04  -0.0632
N: -0.39 1.41 1.04  -0.8512
H: 0.77 -0.51 -2.88  0.2127
H: -0.64 -1.32 -3.58  0.2178
H: -0.86 0.20 -2.84  0.2018
H: 0.32 -1.96 -1.09  0.1930
H: -1.36 -2.16 -1.55  0.1983
H: -1.81 -0.06 -0.68  0.3412
H: 0.93 -0.01 0.21  0.1830
H: 0.15 1.10 -0.95  0.1570
H: 0.08 1.13 1.90  0.3586
H: -1.36 1.23 1.27  0.3659
O: 1.51 3.40 2.42  -0.9621
H: 0.95 3.13 1.69  0.4916
H: 2.17 2.72 2.60  0.4648
O: 0.75 -2.33 2.24  -0.9428
H: 0.66 -1.71 2.98  0.4637
H: -0.04 -2.12 1.70  0.4779


Entry 6:
ORCA calculation (ωB97M-V with the def2-TZVPD basis set) on a 3-piece molecular cluster, C3H14N2O2 overall.

Summary:
* E_HOMO: -9.33 eV
* ΔE to the lowest compared entry with this formula, charge and spin: 105.5 kJ/mol
* charge: 0
* lowest unoccupied orbital energy: 0.6 eV
* SMILES string: C[C@H](N)CN.O.O
* Kohn-Sham gap: 9.9 eV

Each line ends with the natural charge from an NBO analysis.
Cartesian coordinates (Å):
C: -1.22 -0.94 -0.78  -0.6435
C: 0.09 -0.32 -1.29  -0.0597
N: 0.95 0.23 -0.22  -0.8508
C: -0.12 0.84 -2.29  -0.2199
N: 1.12 1.13 -3.06  -0.8334
H: -1.67 -0.61 0.14  0.2295
H: -1.92 -0.78 -1.61  0.2089
H: -1.12 -2.01 -0.86  0.2165
H: 0.68 -1.02 -1.87  0.1763
H: 0.87 1.24 -0.18  0.3570
H: 0.69 -0.09 0.70  0.3451
H: -0.42 1.77 -1.81  0.1781
H: -0.92 0.58 -2.96  0.1874
H: 1.10 0.61 -3.91  0.3504
H: 1.89 0.78 -2.52  0.3575
O: 1.26 -0.13 3.98  -0.9499
H: 2.20 -0.34 4.07  0.4847
H: 1.12 -0.01 3.04  0.4693
O: -1.71 -0.05 3.58  -0.9412
H: -2.09 -0.74 4.11  0.4647
H: -0.79 -0.18 3.75  0.4731